# 1
The following is a quantum chemistry calculation of a single C3H6N6O3 molecule in a non-equilibrium geometry, from OMol25.

Calculated values
SMILES string: O=NN1CN(N=O)CN(N=O)C1
HOMO-LUMO gap: 9.446 eV
HOMO: -0.358 hartree
electronic energy: -671.93931 a.u.
net charge: 0
energy above the lowest of the compared OMol25 structures with the same formula, charge and spin: 449.9 kJ/mol

Last columns: bonded neighbours and bond lengths (Å).
Geometry (Å):
1 O -2.350 -1.714 -0.360  N2 1.227
2 N -1.168 -1.988 -0.545  O1 1.227, N3 1.374
3 N -0.246 -1.399 0.287  N2 1.374, C4 1.444, C12 1.458
4 C -0.708 -0.373 1.191  N3 1.444, N5 1.482, H13 1.093, H14 1.082
5 N -0.894 0.868 0.403  C4 1.482, N6 1.307, C8 1.465
6 N -2.050 1.474 0.335  N5 1.307, O7 1.224
7 O -2.048 2.432 -0.426  N6 1.224
8 C 0.123 1.154 -0.612  N5 1.465, N9 1.411, H15 1.092, H16 1.090
9 N 1.234 0.295 -0.473  C8 1.411, N10 1.347, C12 1.464
10 N 2.318 0.897 0.053  N9 1.347, O11 1.208
11 O 3.297 0.197 0.154  N10 1.208
12 C 1.048 -1.151 -0.338  N3 1.458, N9 1.464, H17 1.083, H18 1.105
13 H -1.687 -0.647 1.591  C4 1.093
14 H 0.028 -0.223 1.970  C4 1.082
15 H -0.294 1.056 -1.617  C8 1.092
16 H 0.479 2.181 -0.532  C8 1.090
17 H 1.906 -1.439 0.257  C12 1.083
18 H 1.011 -1.618 -1.338  C12 1.105

Need the natural (NBO) charges? In units of e they are:
1 O -0.34
2 N 0.25
3 N -0.27
4 C -0.10
5 N -0.24
6 N 0.25
7 O -0.41
8 C -0.10
9 N -0.27
10 N 0.25
11 O -0.37
12 C -0.09
13 H 0.27
14 H 0.22
15 H 0.22
16 H 0.25
17 H 0.24
18 H 0.24



# 2
The following is a quantum chemistry calculation of a single C3H5NO2 molecule, from OMol25.

Calculated values
SMILES string: CC(=O)NC=O
HOMO-LUMO gap: 10.914 eV
HOMO: -0.373 hartree
electronic energy: -322.53964 a.u.
net charge: 0
energy above the lowest of the compared OMol25 structures with the same formula, charge and spin: 91.1 kJ/mol

Last columns: bonded neighbours and bond lengths (Å).
Geometry (Å):
1 C -1.725 0.058 -0.086  C2 1.500, H7 1.095, H8 1.092, H9 1.091
2 C -0.239 0.263 -0.081  C1 1.500, O3 1.229, N4 1.356
3 O 0.238 1.345 -0.414  C2 1.229
4 N 0.673 -0.689 0.240  C2 1.356, C5 1.479, H10 1.015
5 C 1.972 0.001 0.087  N4 1.479, O6 1.193, H11 1.100
6 O 2.696 -0.138 -0.851  C5 1.193
7 H -2.036 -0.043 -1.131  C1 1.095
8 H -2.154 0.988 0.293  C1 1.092
9 H -2.092 -0.794 0.489  C1 1.091
10 H 0.483 -1.648 0.511  N4 1.015
11 H 2.183 0.657 0.944  C5 1.100

Need the natural (NBO) charges? In units of e they are:
1 C -0.71
2 C 0.67
3 O -0.62
4 N -0.71
5 C 0.58
6 O -0.49
7 H 0.25
8 H 0.25
9 H 0.22
10 H 0.42
11 H 0.13



# 3
The following is a quantum chemistry calculation of a single C19H27FN6 molecule in a non-equilibrium geometry, from OMol25.

Calculated values
SMILES string: Fc1ccc(Cn2nnnc2CN2CCN(C3CCCCC3)CC2)cc1
HOMO-LUMO gap: 8.425 eV
HOMO: -0.288 hartree
electronic energy: -1168.56977 a.u.
net charge: 0
energy above the lowest of the compared OMol25 structures with the same formula, charge and spin: 0.0 kJ/mol

Last columns: bonded neighbours and bond lengths (Å).
Geometry (Å):
1 F 3.216 1.692 1.831  C2 1.349
2 C 2.641 1.653 0.611  F1 1.349, C3 1.383, C26 1.383
3 C 2.922 0.589 -0.227  C2 1.383, C4 1.383, H27 1.079
4 C 2.316 0.543 -1.469  C3 1.383, C5 1.388, H28 1.079
5 C 1.444 1.547 -1.865  C4 1.388, C6 1.509, C25 1.389
6 C 0.769 1.488 -3.214  C5 1.509, N7 1.435, H29 1.095, H30 1.093
7 N -0.632 1.784 -3.116  C6 1.435, N8 1.336, C11 1.357
8 N -1.135 2.989 -3.401  N7 1.336, N9 1.266
9 N -2.382 2.946 -3.189  N8 1.266, N10 1.326
10 N -2.758 1.749 -2.759  N9 1.326, C11 1.313
11 C -1.672 1.013 -2.706  N7 1.357, N10 1.313, C12 1.483
12 C -1.561 -0.401 -2.274  C11 1.483, N13 1.453, H31 1.096, H32 1.100
13 N -0.573 -0.499 -1.214  C12 1.453, C14 1.458, C24 1.454
14 C -0.986 0.143 0.029  N13 1.458, C15 1.536, H33 1.092, H34 1.094
15 C -1.965 -0.713 0.846  C14 1.536, N16 1.452, H35 1.088, H36 1.096
16 N -1.454 -2.039 1.145  C15 1.452, C17 1.467, C23 1.454
17 C -0.439 -2.190 2.194  N16 1.467, C18 1.529, C22 1.537, H37 1.104
18 C -0.496 -1.116 3.282  C17 1.529, C19 1.528, H38 1.091, H39 1.092
19 C 0.563 -1.381 4.351  C18 1.528, C20 1.524, H40 1.092, H41 1.093
20 C 0.363 -2.748 4.994  C19 1.524, C21 1.524, H42 1.092, H43 1.092
21 C 0.396 -3.833 3.925  C20 1.524, C22 1.525, H44 1.092, H45 1.093
22 C -0.657 -3.558 2.857  C17 1.537, C21 1.525, H46 1.091, H47 1.091
23 C -1.088 -2.683 -0.106  N16 1.454, C24 1.538, H48 1.090, H49 1.095
24 C -0.104 -1.848 -0.942  N13 1.454, C23 1.538, H50 1.092, H51 1.095
25 C 1.193 2.615 -1.013  C5 1.389, C26 1.383, H52 1.080
26 C 1.788 2.674 0.235  C2 1.383, C25 1.383, H53 1.078
27 H 3.600 -0.185 0.098  C3 1.079
28 H 2.520 -0.284 -2.131  C4 1.079
29 H 1.196 2.242 -3.884  C6 1.095
30 H 0.892 0.496 -3.654  C6 1.093
31 H -1.212 -1.005 -3.119  C12 1.096
32 H -2.570 -0.744 -2.000  C12 1.100
33 H -1.438 1.109 -0.205  C14 1.092
34 H -0.075 0.322 0.608  C14 1.094
35 H -2.237 -0.198 1.765  C15 1.088
36 H -2.886 -0.855 0.269  C15 1.096
37 H 0.577 -2.169 1.762  C17 1.104
38 H -0.317 -0.127 2.857  C18 1.091
39 H -1.485 -1.123 3.743  C18 1.092
40 H 0.510 -0.598 5.111  C19 1.092
41 H 1.555 -1.335 3.896  C19 1.093
42 H 1.142 -2.928 5.738  C20 1.092
43 H -0.602 -2.771 5.505  C20 1.092
44 H 0.216 -4.811 4.377  C21 1.092
45 H 1.386 -3.855 3.462  C21 1.093
46 H -1.652 -3.565 3.304  C22 1.091
47 H -0.630 -4.348 2.106  C22 1.091
48 H -0.649 -3.660 0.100  C23 1.090
49 H -2.010 -2.842 -0.675  C23 1.095
50 H 0.105 -2.351 -1.889  C24 1.092
51 H 0.839 -1.743 -0.396  C24 1.095
52 H 0.527 3.406 -1.323  C25 1.080
53 H 1.596 3.492 0.911  C26 1.078

Need the natural (NBO) charges? In units of e they are:
1 F -0.32
2 C 0.39
3 C -0.30
4 C -0.12
5 C -0.05
6 C -0.23
7 N -0.19
8 N -0.07
9 N -0.07
10 N -0.30
11 C 0.34
12 C -0.27
13 N -0.46
14 C -0.25
15 C -0.23
16 N -0.46
17 C -0.04
18 C -0.41
19 C -0.39
20 C -0.40
21 C -0.40
22 C -0.39
23 C -0.23
24 C -0.24
25 C -0.20
26 C -0.27
27 H 0.23
28 H 0.20
29 H 0.24
30 H 0.22
31 H 0.22
32 H 0.21
33 H 0.21
34 H 0.20
35 H 0.21
36 H 0.19
37 H 0.16
38 H 0.21
39 H 0.20
40 H 0.21
41 H 0.19
42 H 0.21
43 H 0.19
44 H 0.21
45 H 0.19
46 H 0.20
47 H 0.20
48 H 0.20
49 H 0.19
50 H 0.20
51 H 0.20
52 H 0.23
53 H 0.23



# 4
The following is a quantum chemistry calculation of a gas-phase ion, C9H14N3S (charge +1) in a non-equilibrium geometry, from OMol25.

Calculated values
HOMO-LUMO gap (alpha / beta): 6.811 / 6.807 eV
HOMO (alpha / beta): -0.434 / -0.434 hartree
electronic energy: -913.17022 a.u.
net charge: +1
energy above the lowest of the compared OMol25 structures with the same formula, charge and spin: 884.8 kJ/mol

Last columns: bonded neighbours and bond lengths (Å).
Geometry (Å):
1 C -0.022 0.477 1.222  C3 1.365, N10 1.574, N12 1.494
2 C 3.206 -0.099 -0.583  C4 1.509, S13 1.582
3 C 0.512 1.485 1.971  C1 1.365, C5 1.422, N10 1.396
4 C 2.003 -1.003 -0.698  C2 1.509, C6 1.496, N11 1.290
5 C 0.235 2.488 2.941  C3 1.422, H14 1.126, H15 1.116, H16 1.108
6 C 2.433 -2.373 -1.120  C4 1.496, H17 1.094, H18 1.146, H19 1.108
7 C -1.539 -1.654 0.706  C9 1.471, H20 1.058, H21 1.177, H22 1.043
8 C -0.243 1.331 -1.067  N12 1.536, H23 1.040, H24 1.119, H25 1.144
9 C -1.519 -0.590 -0.309  C7 1.471, N12 1.458, H26 1.139, H27 1.151
10 N 1.469 0.498 1.725  C1 1.574, C3 1.396, S13 1.890
11 N 0.720 -0.872 -0.715  C4 1.290, N12 1.423
12 N -0.221 0.064 -0.200  C1 1.494, C8 1.536, C9 1.458, N11 1.423
13 S 3.045 0.780 0.722  C2 1.582, N10 1.890
14 H -0.886 2.595 2.917  C5 1.126
15 H 0.613 2.256 3.965  C5 1.116
16 H 0.665 3.494 2.767  C5 1.108
17 H 2.682 -2.851 -0.168  C6 1.094
18 H 3.387 -2.459 -1.749  C6 1.146
19 H 1.649 -2.862 -1.731  C6 1.108
20 H -1.072 -2.562 0.428  C7 1.058
21 H -0.981 -1.227 1.651  C7 1.177
22 H -2.535 -1.862 0.939  C7 1.043
23 H 0.623 1.874 -0.875  C8 1.040
24 H -0.427 1.172 -2.159  C8 1.119
25 H -1.084 1.897 -0.536  C8 1.144
26 H -2.455 0.045 -0.183  C9 1.139
27 H -1.658 -1.110 -1.326  C9 1.151

Need the natural (NBO) charges? In units of e they are:
1 C 0.18
2 C -0.33
3 C 0.30
4 C 0.28
5 C -0.72
6 C -0.66
7 C -0.62
8 C -0.38
9 C -0.24
10 N -0.61
11 N -0.35
12 N -0.12
13 S 0.73
14 H 0.27
15 H 0.29
16 H 0.29
17 H 0.25
18 H 0.26
19 H 0.26
20 H 0.24
21 H 0.23
22 H 0.24
23 H 0.22
24 H 0.26
25 H 0.23
26 H 0.25
27 H 0.27



# 5
The following is a quantum chemistry calculation of 2 unconnected molecules or ions with the total composition C5H16N2O in a non-equilibrium geometry, from OMol25.

Calculated values
SMILES string: C[C@H](N)CN(C)C.O
HOMO-LUMO gap: 9.537 eV
HOMO: -0.315 hartree
electronic energy: -384.81278 a.u.
net charge: 0
energy above the lowest of the compared OMol25 structures with the same formula, charge and spin: 118.9 kJ/mol

Last columns: bonded neighbours and bond lengths (Å).
Geometry (Å):
1 C 2.011 0.957 1.033  C2 1.518, H8 1.094, H9 1.081, H10 1.093
2 C 0.539 0.608 0.904  C1 1.518, N3 1.457, C4 1.551, H11 1.092
3 N 0.199 -0.498 1.790  C2 1.457, H12 1.014, H13 1.011
4 C 0.095 0.287 -0.547  C2 1.551, N5 1.451, H14 1.086, H15 1.099
5 N -1.242 0.772 -0.835  C4 1.451, C6 1.459, C7 1.482
6 C -2.243 -0.190 -0.383  N5 1.459, H16 1.105, H17 1.086, H18 1.083
7 C -1.399 0.916 -2.302  N5 1.482, H19 1.090, H20 1.092, H21 1.083
8 H 2.544 0.212 1.631  C1 1.094
9 H 2.524 1.029 0.084  C1 1.081
10 H 2.141 1.893 1.583  C1 1.093
11 H -0.113 1.455 1.126  C2 1.092
12 H 0.686 -0.549 2.678  N3 1.014
13 H -0.755 -0.654 2.084  N3 1.011
14 H 0.804 0.747 -1.227  C4 1.086
15 H 0.221 -0.799 -0.661  C4 1.099
16 H -2.398 -0.040 0.700  C6 1.105
17 H -1.893 -1.218 -0.341  C6 1.086
18 H -3.219 -0.019 -0.819  C6 1.083
19 H -1.705 -0.037 -2.732  C7 1.090
20 H -2.286 1.526 -2.484  C7 1.092
21 H -0.480 1.270 -2.753  C7 1.083
22 O 1.966 -2.488 0.099  H23 0.962, H24 0.971
23 H 2.687 -2.902 0.583  O22 0.962
24 H 1.315 -2.280 0.788  O22 0.971

Need the natural (NBO) charges? In units of e they are:
1 C -0.61
2 C -0.07
3 N -0.88
4 C -0.23
5 N -0.44
6 C -0.43
7 C -0.41
8 H 0.21
9 H 0.22
10 H 0.21
11 H 0.19
12 H 0.36
13 H 0.37
14 H 0.19
15 H 0.19
16 H 0.18
17 H 0.19
18 H 0.21
19 H 0.17
20 H 0.20
21 H 0.20
22 O -0.96
23 H 0.46
24 H 0.49



# 6
The following is a quantum chemistry calculation of 3 unconnected molecules or ions with the total composition C25H45ClN2O4 in a non-equilibrium geometry, from OMol25.

Calculated values
HOMO-LUMO gap (alpha / beta): 9.009 / 9.259 eV
HOMO (alpha / beta): -0.305 / -0.327 hartree
electronic energy: -1850.04591 a.u.
net charge: 0
multiplicity: 3

Last columns: bonded neighbours and bond lengths (Å).
Geometry (Å):
1 C -3.910 2.864 4.620  C2 1.347, H11 1.080, H12 1.082
2 C -2.576 3.050 4.666  C1 1.347, C3 1.503, H13 1.084
3 C -1.786 3.805 3.634  C2 1.503, C4 1.516, H14 1.089, H15 1.087
4 C -1.816 3.145 2.270  C3 1.516, Cl5 1.769, C6 1.559, C9 1.526
5 Cl -0.962 1.599 2.176  C4 1.769
6 C -1.180 4.189 1.303  C4 1.559, C7 1.538, H16 1.085, H17 1.082
7 C -2.405 5.023 0.888  C6 1.538, O8 1.441, H18 1.085, H19 1.083
8 O -3.573 4.329 1.371  C7 1.441, C9 1.366
9 C -3.173 3.040 1.581  C4 1.526, O8 1.366, O10 1.206
10 O -3.790 2.059 1.246  C9 1.206
11 H -4.299 1.881 4.841  C1 1.080
12 H -4.577 3.689 4.410  C1 1.082
13 H -2.032 2.657 5.517  C2 1.084
14 H -2.076 4.853 3.565  C3 1.089
15 H -0.746 3.815 3.948  C3 1.087
16 H -0.518 4.794 1.912  C6 1.085
17 H -0.560 3.786 0.514  C6 1.082
18 H -2.377 5.982 1.394  C7 1.085
19 H -2.516 5.198 -0.174  C7 1.083
20 C -2.716 -2.092 -1.605  C21 1.540, H31 1.086, H32 1.091, H33 1.090
21 C -2.534 -0.595 -1.917  C20 1.540, C22 1.530, N26 1.495, C30 1.524
22 C -3.579 -0.128 -2.934  C21 1.530, C23 1.527, H34 1.095, H35 1.091
23 C -3.280 -0.557 -4.369  C22 1.527, C24 1.528, H36 1.094, H37 1.092
24 C -1.868 -0.131 -4.766  C23 1.528, C25 1.529, H38 1.092, H39 1.095
25 C -0.799 -0.646 -3.802  C24 1.529, N26 1.494, C28 1.543, C29 1.526
26 N -1.139 -0.328 -2.383  C21 1.495, C25 1.494, O27 1.294
27 O -0.838 0.908 -2.144  N26 1.294
28 C -0.625 -2.166 -4.006  C25 1.543, H40 1.091, H41 1.090, H42 1.088
29 C 0.554 -0.045 -4.169  C25 1.526, H43 1.088, H44 1.089, H45 1.092
30 C -2.806 0.102 -0.589  C21 1.524, H46 1.089, H47 1.089, H48 1.082
31 H -2.489 -2.760 -2.431  C20 1.086
32 H -2.089 -2.384 -0.760  C20 1.091
33 H -3.753 -2.288 -1.330  C20 1.090
34 H -3.640 0.964 -2.907  C22 1.095
35 H -4.561 -0.495 -2.633  C22 1.091
36 H -3.408 -1.638 -4.479  C23 1.094
37 H -4.002 -0.095 -5.045  C23 1.092
38 H -1.642 -0.484 -5.775  C24 1.092
39 H -1.828 0.962 -4.805  C24 1.095
40 H -0.055 -2.606 -3.186  C28 1.091
41 H -0.080 -2.357 -4.930  C28 1.090
42 H -1.565 -2.704 -4.105  C28 1.088
43 H 0.536 1.043 -4.173  C29 1.088
44 H 0.835 -0.366 -5.172  C29 1.089
45 H 1.332 -0.374 -3.477  C29 1.092
46 H -2.043 -0.153 0.146  C30 1.089
47 H -3.770 -0.213 -0.193  C30 1.089
48 H -2.837 1.178 -0.689  C30 1.082
49 C 1.390 -2.271 0.871  C50 1.540, H60 1.086, H61 1.091, H62 1.091
50 C 2.469 -1.205 0.600  C49 1.540, C51 1.531, N55 1.495, C59 1.523
51 C 3.468 -1.707 -0.447  C50 1.531, C52 1.527, H63 1.095, H64 1.092
52 C 4.476 -2.718 0.094  C51 1.527, C53 1.527, H65 1.094, H66 1.092
53 C 5.179 -2.157 1.328  C52 1.527, C54 1.529, H67 1.092, H68 1.095
54 C 4.201 -1.715 2.417  C53 1.529, N55 1.495, C57 1.543, C58 1.525
55 N 3.142 -0.810 1.874  C50 1.495, C54 1.495, O56 1.293
56 O 3.629 0.381 1.748  N55 1.293
57 C 3.582 -2.965 3.077  C54 1.543, H69 1.091, H70 1.090, H71 1.088
58 C 4.967 -1.020 3.538  C54 1.525, H72 1.088, H73 1.089, H74 1.091
59 C 1.694 -0.037 0.003  C50 1.523, H75 1.089, H76 1.090, H77 1.089
60 H 1.752 -3.166 1.369  C49 1.086
61 H 0.587 -1.853 1.481  C49 1.091
62 H 0.952 -2.600 -0.073  C49 1.091
63 H 4.020 -0.852 -0.851  C51 1.095
64 H 2.921 -2.140 -1.287  C51 1.092
65 H 3.981 -3.666 0.322  C52 1.094
66 H 5.218 -2.940 -0.676  C52 1.092
67 H 5.861 -2.903 1.739  C53 1.092
68 H 5.797 -1.306 1.025  C53 1.095
69 H 2.717 -2.696 3.684  C57 1.091
70 H 4.313 -3.440 3.732  C57 1.090
71 H 3.285 -3.733 2.367  C57 1.088
72 H 5.547 -0.172 3.178  C58 1.088
73 H 5.667 -1.721 3.989  C58 1.089
74 H 4.289 -0.667 4.317  C58 1.091
75 H 1.012 0.399 0.732  C59 1.089
76 H 1.100 -0.382 -0.842  C59 1.090
77 H 2.346 0.753 -0.366  C59 1.089

Need the Löwdin charges? In units of e they are:
1 C 0.02
2 C -0.16
3 C -0.20
4 C -0.71
5 Cl 0.78
6 C -0.13
7 C -0.13
8 O 0.02
9 C -0.48
10 O 0.12
11 H 0.06
12 H 0.07
13 H 0.10
14 H 0.13
15 H 0.12
16 H 0.11
17 H 0.12
18 H 0.12
19 H 0.13
20 C -0.03
21 C -0.48
22 C -0.13
23 C -0.17
24 C -0.14
25 C -0.49
26 N -0.08
27 O -0.02
28 C -0.04
29 C -0.04
30 C -0.06
31 H 0.05
32 H 0.09
33 H 0.09
34 H 0.13
35 H 0.12
36 H 0.10
37 H 0.11
38 H 0.12
39 H 0.13
40 H 0.09
41 H 0.08
42 H 0.06
43 H 0.08
44 H 0.09
45 H 0.08
46 H 0.06
47 H 0.10
48 H 0.06
49 C -0.02
50 C -0.48
51 C -0.13
52 C -0.17
53 C -0.14
54 C -0.50
55 N -0.08
56 O -0.02
57 C -0.04
58 C -0.05
59 C -0.05
60 H 0.05
61 H 0.09
62 H 0.08
63 H 0.13
64 H 0.12
65 H 0.10
66 H 0.11
67 H 0.12
68 H 0.13
69 H 0.09
70 H 0.08
71 H 0.06
72 H 0.08
73 H 0.08
74 H 0.09
75 H 0.04
76 H 0.06
77 H 0.09